Entry 1:
C20H59AsF6N6O5 | ωB97M-V/def2-TZVPD

Last column: Löwdin charge in e.
Element x y z (Å)
N  0.63  0.33  7.01  0.355
H  1.07  0.05  6.15  0.167
H  1.17  1.15  7.27  0.158
H  0.74  -0.28  7.81  0.157
H  -0.35  0.52  6.91  0.162
As  1.15  1.47  0.95  0.738
F  2.39  1.28  2.25  -0.331
F  1.96  0.22  0.11  -0.255
F  -0.13  1.69  -0.25  -0.283
F  0.28  2.72  1.88  -0.310
F  2.07  2.69  0.20  -0.245
F  0.21  0.24  1.80  -0.313
C  1.99  6.85  -6.36  -0.077
C  0.72  6.35  -5.61  -0.446
C  0.27  7.39  -4.56  -0.177
O  -0.72  6.87  -3.63  -0.150
C  -0.84  7.77  -2.55  -0.145
N  -0.29  6.00  -6.58  0.040
H  2.81  7.08  -5.68  0.071
H  1.56  7.74  -6.82  0.069
H  2.49  6.21  -7.09  0.073
H  1.11  5.45  -5.14  0.133
H  -0.01  8.22  -5.21  0.115
H  1.09  7.83  -3.97  0.117
H  -1.60  7.37  -1.88  0.086
H  -1.11  8.81  -2.73  0.085
H  0.01  7.75  -1.88  0.083
H  -0.49  6.90  -7.00  0.059
H  0.14  5.65  -7.42  0.065
C  9.57  0.44  1.63  -0.066
C  9.16  -0.67  2.62  -0.379
C  8.78  -2.06  1.98  -0.225
O  9.74  -2.62  1.14  -0.192
C  9.33  -3.08  -0.17  -0.068
N  10.12  -0.86  3.78  0.023
H  9.84  1.40  2.06  0.069
H  8.87  0.79  0.86  0.072
H  10.39  0.19  0.96  0.068
H  8.26  -0.39  3.16  0.120
H  7.90  -1.79  1.39  0.107
H  8.34  -2.66  2.78  0.112
H  9.16  -4.15  -0.04  0.088
H  10.05  -2.73  -0.92  0.086
H  8.42  -2.55  -0.47  0.079
H  10.95  -1.26  3.38  0.058
H  9.66  -1.57  4.34  0.049
C  -0.48  -4.07  -4.81  -0.081
C  -1.64  -3.22  -4.35  -0.498
C  -2.25  -3.52  -2.97  -0.155
O  -3.30  -2.51  -2.89  -0.173
C  -4.10  -2.81  -1.78  -0.145
N  -1.21  -1.94  -4.59  0.036
H  -0.12  -4.02  -5.84  0.084
H  -0.87  -5.08  -4.75  0.064
H  0.27  -4.17  -4.03  0.084
H  -2.51  -3.38  -4.98  0.135
H  -1.57  -3.39  -2.13  0.124
H  -2.66  -4.52  -2.81  0.117
H  -3.62  -2.65  -0.82  0.081
H  -4.47  -3.84  -1.78  0.080
H  -4.92  -2.10  -1.66  0.086
H  -0.65  -1.62  -3.82  0.092
H  -0.47  -1.96  -5.28  0.070
C  -1.15  -11.53  6.64  -0.082
C  -0.32  -11.12  5.36  -0.376
C  -0.37  -9.53  5.27  -0.155
O  0.35  -9.24  4.05  -0.212
C  0.75  -7.93  3.81  -0.142
N  1.01  -11.55  5.82  0.015
H  -1.08  -12.60  6.86  0.073
H  -2.19  -11.20  6.60  0.064
H  -0.72  -10.97  7.47  0.066
H  -0.62  -11.66  4.47  0.139
H  0.19  -9.05  6.07  0.116
H  -1.38  -9.16  5.08  0.123
H  1.43  -7.86  2.96  0.090
H  1.32  -7.56  4.66  0.075
H  0.02  -7.14  3.69  0.081
H  1.29  -10.81  6.45  0.062
H  1.57  -11.42  4.99  0.065
C  -9.62  8.60  -1.55  -0.073
C  -8.39  7.65  -1.68  -0.435
C  -8.18  6.73  -0.44  -0.196
O  -7.17  5.74  -0.75  -0.208
C  -6.99  4.81  0.34  -0.092
N  -8.62  6.78  -2.82  0.039
H  -10.54  8.03  -1.45  0.075
H  -9.51  9.32  -2.37  0.076
H  -9.61  9.17  -0.63  0.066
H  -7.53  8.30  -1.81  0.135
H  -9.10  6.21  -0.16  0.117
H  -7.91  7.40  0.39  0.115
H  -6.88  5.40  1.25  0.081
H  -6.14  4.19  0.06  0.091
H  -7.88  4.18  0.32  0.080
H  -8.75  7.49  -3.53  0.064
H  -9.54  6.42  -2.62  0.067

Summary:
frontier orbital gap = 5.61 eV
F_max = 4.75 eV Å⁻¹
charge = 0


Entry 2:
C3H3NO2 | ωB97M-V/def2-TZVPD

Last column: Löwdin charge in e.
Element x y z (Å)
C  0.38  1.35  -0.79  -0.200
C  -0.66  -0.54  0.52  -0.215
C  0.55  0.26  0.06  -0.045
N  0.25  2.33  -1.34  0.206
O  -0.16  -1.75  0.12  -0.147
O  0.69  -1.32  -0.94  -0.050
H  -0.75  -0.34  1.58  0.114
H  -1.70  -0.32  0.03  0.168
H  1.42  0.34  0.77  0.170

Summary:
frontier orbital gap (alpha / beta) = 8.61 / 8.61 eV
F_max = 4.38 eV Å⁻¹
charge = 0
energy above the lowest of the compared OMol25 structures with the same formula, charge and spin = 154.6 kcal per mole


Entry 3:
C13H35IMnN4O2SSbSi3 | ωB97M-V/def2-TZVPD

Last column: Löwdin charge in e.
Element x y z (Å)
Mn  1.96  -0.95  -0.79  0.234
C  3.30  -6.20  -0.78  0.026
C  3.94  -4.98  -0.27  -0.285
N  5.11  -4.88  0.26  0.174
N  5.28  -3.56  0.57  0.084
C  4.23  -2.82  0.24  -0.663
S  3.99  -1.15  0.39  0.777
N  3.35  -3.71  -0.29  -0.068
N  2.09  -3.34  -0.74  0.122
H  4.03  -7.00  -0.82  0.109
H  2.89  -6.04  -1.78  0.093
H  2.49  -6.52  -0.12  0.103
H  6.14  -3.27  1.02  0.188
H  1.38  -3.75  -0.13  0.140
H  1.94  -3.73  -1.67  0.136
C  -4.70  3.17  -0.22  -0.189
Si  -3.84  2.62  -1.78  0.660
C  -3.20  3.93  -2.93  -0.204
C  -4.12  0.90  -2.43  -0.182
Sb  -0.97  2.26  -0.43  1.159
Si  -1.74  -1.08  1.19  0.543
C  -2.34  -2.41  0.02  -0.128
C  -0.55  -1.59  2.55  -0.126
C  -3.03  0.18  1.65  -0.159
Si  1.01  3.31  1.54  0.582
C  -0.27  3.97  2.74  -0.210
C  1.93  1.73  1.98  -0.190
C  1.92  4.44  0.36  -0.209
H  -5.73  3.48  -0.47  0.064
H  -4.22  4.04  0.22  0.046
H  -4.78  2.39  0.53  0.026
H  -4.03  4.36  -3.50  0.063
H  -2.48  3.53  -3.65  0.045
H  -2.73  4.76  -2.39  0.042
H  -4.94  0.92  -3.16  0.061
H  -4.40  0.20  -1.65  0.030
H  -3.24  0.52  -2.95  0.043
H  -1.52  -2.82  -0.58  0.029
H  -3.08  -2.01  -0.68  0.036
H  -2.81  -3.24  0.55  0.054
H  0.49  -1.57  2.21  0.021
H  -0.77  -2.60  2.90  0.050
H  -0.63  -0.93  3.41  0.047
H  -3.55  0.56  0.77  -0.009
H  -2.63  1.03  2.21  0.032
H  -3.78  -0.29  2.29  0.066
H  -0.93  3.18  3.10  0.030
H  -0.87  4.75  2.28  0.042
H  0.22  4.41  3.61  0.057
H  1.65  1.37  2.98  0.052
H  3.01  1.92  1.99  0.053
H  1.74  0.93  1.27  -0.032
H  1.28  5.23  -0.04  0.045
H  2.34  3.88  -0.47  0.003
H  2.75  4.94  0.88  0.059
O  0.38  -0.93  -0.26  -0.438
O  -0.71  -0.06  0.11  -0.564
I  2.04  1.15  -2.34  1.007
C  3.01  -0.78  -2.50  -0.579
H  4.07  -0.59  -2.59  -0.003
H  2.64  -1.26  -3.40  0.006

Summary:
frontier orbital gap (alpha / beta) = 6.88 / 6.48 eV
<S²> = 3.86
F_max = 4.25 eV Å⁻¹
spin multiplicity = 4
charge = +3
energy above the lowest of the compared OMol25 structures with the same formula, charge and spin = 0.0 kcal per mole